Entry 1:
Below is 6 unconnected molecules or ions with the total composition C9H30O6 at a distorted geometry, with properties calculated with wB97M-V/def2-TZVPD.

XYZ file:
```
45
Properties=species:S:1:pos:R:3:lowdin_charge:R:1
C -18.9828 -13.4585 -17.0882 -0.04
C -18.9011 -12.3426 -18.1243 -0.50
C -19.0203 -12.8068 -19.5636 -0.05
O -19.7966 -11.2877 -17.8049 -0.07
H -19.9940 -13.8741 -17.1551 0.07
H -18.8712 -13.0001 -16.1033 0.07
H -18.2524 -14.2635 -17.1311 0.08
H -17.9408 -11.7950 -18.1091 0.14
H -19.0906 -11.9421 -20.2195 0.08
H -19.9644 -13.3739 -19.6102 0.08
H -18.2263 -13.5059 -19.8105 0.08
H -20.5861 -11.3158 -18.3657 0.11
C -22.9658 -16.5577 -11.4605 -0.06
C -22.5960 -17.2609 -12.7710 -0.49
C -23.8373 -17.7469 -13.4803 -0.07
O -21.7914 -16.3846 -13.5636 -0.07
H -22.2164 -15.9114 -11.0148 0.08
H -23.2236 -17.3145 -10.7103 0.08
H -23.8798 -15.9869 -11.6534 0.08
H -21.9541 -18.1168 -12.5403 0.13
H -24.5449 -16.9288 -13.6680 0.08
H -24.4113 -18.4404 -12.8651 0.08
H -23.6089 -18.1596 -14.4640 0.07
H -22.3758 -15.7214 -13.9624 0.05
C -21.9449 -11.1311 -15.0992 -0.06
C -21.2154 -9.8076 -14.8395 -0.47
C -19.9285 -10.0318 -14.0399 -0.05
O -20.9126 -9.1725 -16.0727 -0.06
H -23.0276 -11.0161 -15.1469 0.08
H -21.7833 -11.9611 -14.4044 0.07
H -21.5421 -11.5180 -16.0374 0.05
H -21.8919 -9.1244 -14.3299 0.13
H -20.1094 -10.0646 -12.9644 0.08
H -19.2248 -9.2171 -14.2150 0.08
H -19.4461 -10.9574 -14.3603 0.07
H -20.4388 -9.7616 -16.6770 0.05
O -23.5416 -16.5826 -17.3522 -0.05
H -22.7841 -17.0744 -17.0028 0.05
H -23.6960 -16.9644 -18.2231 0.06
O -22.8877 -14.3929 -15.6109 -0.06
H -23.1073 -15.2077 -16.1085 0.01
H -21.9464 -14.2535 -15.7729 0.04
O -25.4737 -13.8303 -16.7092 -0.07
H -25.1298 -13.3107 -17.4414 0.03
H -24.7602 -13.8168 -16.0476 0.00
```

Properties
net charge = 0
Kohn-Sham gap = 0.36326 Ha
multiplicity = 1
energy relative to the best compared isomer or geometry (same formula, charge and spin) = 16.1 kcal/mol
SMILES string = CC(C)O.CC(C)O.CC(C)O.O.O.O

---

Entry 2:
Below is 2 unconnected molecules or ions with the total composition C6H12O at a distorted geometry, with properties calculated with wB97M-V/def2-TZVPD.

XYZ file:
```
19
Properties=species:S:1:pos:R:3:lowdin_charge:R:1
C -1.0958 2.0217 0.3235 -0.02
C -0.3177 1.2674 -0.4547 -0.20
C -0.0585 -0.1899 -0.2181 -0.18
C 0.8819 -0.5562 0.9363 -0.36
C 1.1911 -1.8475 1.1251 0.03
C 1.2826 0.4660 1.9127 -0.08
H -1.7026 1.5973 1.1202 0.07
H -0.8124 3.0712 0.3460 0.06
H 0.3234 1.8344 -1.1311 0.10
H 0.1773 -0.8462 -1.0513 0.09
H -1.1106 -0.3916 0.0569 0.12
H 1.3002 -2.2349 2.1348 0.06
H 1.1646 -2.5453 0.3046 0.05
H 0.5326 1.1595 2.3005 0.07
H 2.0246 1.1039 1.4057 0.10
H 1.8550 0.0561 2.7410 0.08
O -1.4305 -0.8904 -2.9379 -0.05
H -2.1925 -1.1980 -2.4407 0.04
H -1.3284 -1.3141 -3.7929 0.04
```

Properties
net charge = 0
Kohn-Sham gap = 0.34626 Ha
multiplicity = 1
energy relative to the best compared isomer or geometry (same formula, charge and spin) = 60.6 kcal/mol
SMILES string = C=CCC(=C)C.O

---

Calculated LUMO energy (eV), listed in the same order as above: 0.1; 0.8